A structure of composition C29H28N4O6SV. Source: the OMol25 dataset; level of theory: wB97M-V/def2-TZVPD.

Structure (XYZ):
```
69
Properties=species:S:1:pos:R:3:mulliken_spin:R:1
V -0.086 -1.190 0.003 2.757
O 1.343 -4.422 1.760 0.028
C 1.107 -3.497 1.023 -0.003
N -0.100 -3.043 0.538 -0.047
C -1.174 -3.812 0.171 0.035
O -1.458 -4.951 0.454 0.020
C -1.972 -3.032 -0.881 0.034
C -3.158 -3.507 -1.392 -0.013
C -3.766 -2.813 -2.423 0.026
C -3.146 -1.683 -2.929 -0.002
C -1.957 -1.264 -2.369 0.080
N -1.372 -1.912 -1.349 -0.052
C 2.205 -2.685 0.321 0.086
C 3.533 -3.038 0.382 -0.024
C 4.419 -2.481 -0.531 0.030
C 3.935 -1.613 -1.494 -0.005
C 2.596 -1.273 -1.476 0.084
N 1.743 -1.768 -0.569 -0.057
H -3.581 -4.404 -0.958 -0.001
H -4.713 -3.147 -2.828 0.001
H -3.586 -1.117 -3.738 0.000
H -1.451 -0.374 -2.719 -0.011
H 3.839 -3.767 1.122 0.000
H 5.469 -2.748 -0.509 0.002
H 4.585 -1.187 -2.247 -0.001
H 2.187 -0.573 -2.187 -0.032
C -0.626 0.027 3.595 0.000
C -0.079 1.279 3.833 0.005
C 1.295 1.478 3.721 0.000
C 2.121 0.419 3.373 0.000
C 1.570 -0.834 3.112 -0.011
C 0.198 -1.029 3.216 0.028
H -1.690 -0.130 3.697 -0.001
H -0.725 2.102 4.115 0.000
H 1.720 2.455 3.917 0.000
H 3.194 0.558 3.324 0.000
H 2.219 -1.668 2.870 -0.005
H -0.222 -2.016 3.067 0.002
O -3.687 -0.116 2.470 0.001
S -3.403 -0.054 1.067 -0.001
O -4.110 -0.948 0.196 0.003
N -1.782 -0.141 0.784 0.083
C -1.344 0.944 0.125 -0.044
O -0.183 0.956 -0.364 -0.012
C -2.351 2.027 -0.015 -0.004
C -2.202 3.288 -0.555 0.006
C -3.320 4.112 -0.601 -0.002
C -4.554 3.672 -0.128 0.004
C -4.700 2.400 0.417 -0.003
C -3.573 1.604 0.466 -0.003
H -1.239 3.622 -0.922 0.000
H -3.229 5.112 -1.007 0.000
H -5.415 4.326 -0.187 0.000
H -5.653 2.048 0.793 0.000
C 1.341 1.768 -3.452 0.002
C 1.761 2.543 -2.226 0.003
O 2.615 1.733 -1.439 0.002
C 2.801 2.263 -0.135 0.002
C 3.795 1.391 0.598 -0.004
H 0.762 2.405 -4.124 0.000
H 0.720 0.917 -3.163 0.008
H 2.217 1.400 -3.992 0.001
H 0.879 2.819 -1.640 -0.001
H 2.285 3.463 -2.509 0.000
H 1.840 2.285 0.389 -0.001
H 3.176 3.291 -0.205 -0.001
H 3.378 0.400 0.787 0.005
H 4.056 1.846 1.555 0.000
H 4.704 1.280 0.004 0.001
```

Properties
Orbital gap (spin up / spin down) in eV: 6.9 / 8.9
Net charge: 0
Multiplicity: 4

=====

A structure of composition C6H14N2OS3. Source: the OMol25 dataset; level of theory: wB97M-V/def2-TZVPD.

Structure (XYZ):
```
26
Properties=species:S:1:pos:R:3:mulliken_charge:R:1
C 0.057 0.899 1.805 -0.191
C -1.154 -1.257 0.193 -1.243
C 0.148 -1.759 -2.858 -0.838
C 2.855 1.057 1.147 -0.792
C -0.015 -0.359 -0.328 -0.234
C 0.147 1.019 0.330 0.455
N -0.351 1.984 2.478 -0.304
N -2.515 1.767 0.150 -0.496
O 0.467 -0.016 2.422 -0.586
S -0.221 -0.115 -2.239 0.079
S 1.733 1.770 -0.162 0.031
S -0.920 2.236 -0.443 0.021
H -2.166 -0.737 0.082 0.231
H -1.279 -2.062 -0.593 0.372
H -0.957 -1.554 1.223 0.387
H 0.613 -1.443 -3.901 0.303
H -0.777 -2.378 -3.224 0.259
H 0.968 -2.329 -2.353 0.298
H 3.172 1.851 1.984 0.265
H 3.874 0.816 0.702 0.347
H 2.483 0.173 1.627 0.259
H 0.880 -1.021 -0.085 0.410
H -0.610 2.888 2.012 0.196
H -0.646 1.916 3.432 0.257
H -3.050 2.587 0.436 0.260
H -3.069 1.431 -0.555 0.254
```

Properties
Energy relative to the best compared isomer or geometry (same formula, charge and spin) in kcal per mole: 2.5
Orbital gap in eV: 8.7
Net charge: 0

=====

Number 1: energy -3134.6310 Eh. Number 2: energy -1616.2753 Eh.